Entry 1:
38
Properties=species:S:1:pos:R:3 method="wB97M-V/def2-TZVPD" e_tot_ev=-48747.8542 orbital_gap_ev="3.546 / 3.032" charge=-1 homo_ev="-0.7 / -0.2" multiplicity=3 fmax_ev_per_a=2.923
C -2.358 1.584 -2.078
Ti 1.551 0.494 -2.535
N 0.992 -1.500 -3.204
H 1.858 1.594 -1.405
H 1.742 -2.184 -3.431
H -3.349 0.993 -2.161
H -2.408 2.353 -2.892
H -1.348 1.046 -2.402
H -2.312 2.076 -1.054
H 0.420 -1.998 -2.510
H 0.403 -1.504 -4.043
C 2.769 -0.058 0.301
P 1.035 0.054 -0.314
C 0.206 -1.449 0.341
C 0.807 -2.109 1.409
C 0.280 -3.333 1.835
C -0.812 -3.895 1.152
C -1.410 -3.214 0.073
C -0.925 -1.957 -0.304
C 0.296 1.388 0.760
C -0.893 1.172 1.458
C -1.386 2.199 2.261
C -0.755 3.450 2.310
C 0.351 3.680 1.484
C 0.862 2.658 0.709
H 3.193 -1.030 0.008
H 2.634 0.134 1.382
H 3.341 0.741 -0.183
H 1.714 -1.708 1.855
H 0.786 -3.875 2.634
H -1.189 -4.887 1.443
H -2.288 -3.626 -0.433
H -1.447 -1.370 -1.070
H -1.421 0.221 1.399
H -2.314 2.042 2.807
H -1.163 4.271 2.899
H 0.828 4.651 1.425
H 1.711 2.897 0.075


Entry 2:
50
Properties=species:S:1:pos:R:3 method="wB97M-V/def2-TZVPD" e_tot_ev=-39532.5733 orbital_gap_ev=8.558 charge=0 homo_ev=-8.2 fmax_ev_per_a=0.373
Li 0.528 -1.858 -0.474
C 4.747 0.187 -1.390
Sb 2.893 -0.070 -0.348
C 1.797 -0.471 -2.187
C 2.469 2.076 -0.209
C 1.677 2.642 -1.354
C 2.336 2.941 -2.548
C 1.660 3.401 -3.666
C 0.284 3.581 -3.601
C -0.378 3.320 -2.413
C 0.292 2.862 -1.276
C -0.500 2.639 -0.013
Sb -0.869 0.552 0.405
C -2.476 0.814 1.769
C -2.113 0.279 -1.330
H 5.209 -0.783 -1.568
H 5.421 0.787 -0.780
H 4.576 0.685 -2.344
H 2.052 -1.469 -2.554
H 2.095 0.264 -2.934
H 0.709 -0.386 -2.100
H 3.464 2.523 -0.174
H 1.995 2.242 0.755
H 3.412 2.805 -2.595
H 2.200 3.623 -4.576
H -0.267 3.939 -4.461
H -1.448 3.487 -2.353
H -1.486 3.095 -0.102
H -0.008 3.069 0.860
H -3.178 1.526 1.338
H -2.105 1.176 2.726
H -2.966 -0.146 1.928
H -2.977 0.941 -1.259
H -2.453 -0.755 -1.379
H -1.559 0.518 -2.238
O -0.125 -1.771 3.607
C -1.125 -2.652 3.395
C -2.036 -2.873 4.424
C -3.056 -3.794 4.254
C -3.193 -4.501 3.060
C -2.306 -4.250 2.029
C -1.274 -3.330 2.182
C -0.374 -3.022 1.042
O -0.762 -3.171 -0.149
O 0.766 -2.503 1.306
H 0.510 -1.896 2.867
H -1.914 -2.326 5.350
H -3.751 -3.969 5.066
H -3.987 -5.225 2.939
H -2.407 -4.750 1.075


Entry 3:
21
Properties=species:S:1:pos:R:3 method="wB97M-V/def2-TZVPD" e_tot_ev=-9968.6958 smiles="C=N/C=C/CCC.O" orbital_gap_ev=10.026 charge=0 homo_ev=-9.1 fmax_ev_per_a=1.304
C 2.307 -0.818 -1.880
N 1.199 -1.009 -1.333
C 0.621 0.147 -0.703
C 0.915 0.549 0.516
C 0.225 1.681 1.246
C -1.236 1.388 1.671
C -2.127 0.618 0.703
H 2.763 0.175 -1.888
H 2.807 -1.653 -2.372
H -0.012 0.683 -1.401
H 1.690 0.120 1.097
H 0.292 2.574 0.646
H 0.796 1.965 2.134
H -1.657 2.377 1.881
H -1.167 0.819 2.604
H -3.183 0.747 0.943
H -2.072 0.998 -0.319
H -1.889 -0.431 0.841
O -0.298 -3.953 -1.291
H -0.597 -3.271 -1.905
H 0.623 -3.706 -1.191


Entry 4:
220
Properties=species:S:1:pos:R:3 method="wB97M-V/def2-TZVPD" e_tot_ev=-133898.9260 orbital_gap_ev=3.429 charge=+4 homo_ev=-10.7 fmax_ev_per_a=5.076
C -0.580 -1.225 -0.797
O -0.157 -0.008 -0.160
O 0.222 -2.225 -0.399
C -2.122 -1.403 -0.608
F -2.533 -2.672 -0.813
F -2.495 -1.054 0.646
F -2.844 -0.688 -1.503
C 0.109 1.040 -1.095
C 0.850 2.245 -0.551
H 1.527 2.046 0.285
H 1.533 2.703 -1.261
H 0.139 2.990 -0.184
H -0.818 1.392 -1.554
H 0.781 0.661 -1.873
H -0.521 -1.087 -1.887
C -1.009 5.719 -4.025
O -1.194 5.954 -5.405
O -1.981 6.336 -3.303
C -0.674 4.241 -3.706
F 0.008 3.637 -4.688
F 0.076 4.131 -2.601
F -1.805 3.477 -3.563
C -2.244 5.257 -6.049
C -2.163 5.564 -7.537
H -2.881 5.040 -8.168
H -2.268 6.627 -7.752
H -1.168 5.245 -7.854
H -3.215 5.526 -5.631
H -2.070 4.184 -5.920
H -0.055 6.200 -3.776
C 5.874 2.510 -0.054
O 6.361 1.326 0.646
O 6.445 2.593 -1.263
C 4.379 2.553 0.133
F 3.714 1.666 -0.693
F 3.972 2.145 1.370
F 3.806 3.761 -0.082
C 7.402 1.473 1.569
C 7.879 0.037 1.897
H 7.049 -0.594 2.220
H 8.346 -0.395 1.010
H 8.665 0.008 2.655
H 7.075 1.873 2.533
H 8.271 1.976 1.143
H 6.324 3.373 0.474
C 0.066 -0.597 8.779
O -0.920 -1.152 7.900
C -2.089 -1.650 8.509
C -3.051 -1.813 7.308
N -2.984 -0.638 6.379
H -3.575 0.103 6.765
H -2.072 -0.174 6.288
C -3.497 -0.929 5.011
C -3.243 0.269 4.072
O -1.966 0.752 4.383
C -1.403 1.511 3.289
H 0.184 -1.195 9.685
H -0.236 0.384 9.158
H 0.975 -0.524 8.193
H -2.476 -0.895 9.204
H -1.949 -2.590 9.046
H -4.081 -1.803 7.659
H -2.785 -2.761 6.849
H -4.565 -1.128 4.945
H -2.917 -1.776 4.650
H -4.024 1.033 4.167
H -3.362 -0.147 3.067
H -1.295 0.924 2.370
H -0.384 1.728 3.604
H -2.044 2.375 3.118
C -1.481 0.238 -4.733
O -1.702 -0.964 -3.993
C -0.734 -1.937 -4.286
C -1.210 -3.267 -3.725
N -2.709 -3.377 -3.672
H -3.107 -2.646 -3.069
H -3.051 -3.108 -4.597
C -3.239 -4.730 -3.315
C -4.751 -4.600 -3.157
O -5.053 -3.652 -2.152
C -6.463 -3.443 -2.072
H -1.939 0.206 -5.723
H -0.411 0.448 -4.774
H -1.924 1.104 -4.241
H 0.224 -1.718 -3.805
H -0.577 -2.079 -5.360
H -0.808 -3.520 -2.743
H -0.917 -4.104 -4.362
H -2.715 -5.202 -2.488
H -3.082 -5.301 -4.232
H -5.176 -5.546 -2.804
H -5.209 -4.368 -4.124
H -6.786 -2.910 -2.971
H -6.615 -2.859 -1.168
H -7.065 -4.357 -2.072
C 8.290 -6.198 -0.587
O 7.900 -6.096 -1.957
C 7.140 -4.936 -2.190
C 6.709 -5.009 -3.633
N 5.978 -6.326 -3.864
H 5.736 -6.297 -4.856
H 6.638 -7.097 -3.754
C 4.677 -6.592 -3.128
C 3.677 -5.476 -3.287
O 3.968 -4.495 -2.328
C 2.997 -3.417 -2.311
H 8.635 -5.230 -0.218
H 9.133 -6.868 -0.434
H 7.479 -6.579 0.036
H 7.746 -4.042 -2.018
H 6.253 -4.904 -1.548
H 7.609 -5.108 -4.242
H 6.146 -4.153 -3.995
H 4.904 -6.745 -2.075
H 4.341 -7.516 -3.597
H 2.657 -5.853 -3.151
H 3.763 -5.032 -4.291
H 1.937 -3.644 -2.391
H 3.429 -2.679 -2.992
H 3.214 -2.916 -1.367
C 1.574 6.280 -0.616
O 2.084 7.407 0.056
C 1.254 8.547 0.149
C 1.862 9.501 1.169
N 2.171 8.707 2.414
H 1.315 8.568 2.952
H 2.366 7.735 2.131
C 3.367 9.199 3.221
C 4.633 8.911 2.362
O 4.609 7.533 2.073
C 5.381 7.244 0.920
H 0.563 6.006 -0.294
H 2.125 5.344 -0.501
H 1.644 6.455 -1.692
H 0.246 8.236 0.443
H 1.226 8.959 -0.860
H 1.252 10.339 1.490
H 2.820 9.834 0.779
H 3.469 8.556 4.089
H 3.261 10.267 3.386
H 5.479 9.182 3.000
H 4.665 9.519 1.457
H 5.479 6.162 0.865
H 6.363 7.727 0.973
H 5.025 7.581 -0.060
C -5.964 5.279 -5.646
O -5.357 5.242 -4.366
C -6.210 5.247 -3.272
C -5.412 4.886 -2.048
N -4.261 5.822 -1.856
H -3.677 5.861 -2.720
H -4.547 6.804 -1.813
C -3.315 5.674 -0.681
C -2.860 4.221 -0.528
O -3.909 3.432 -0.012
C -3.504 2.091 0.198
H -5.326 4.899 -6.440
H -6.188 6.319 -5.893
H -6.892 4.706 -5.717
H -7.067 4.573 -3.382
H -6.672 6.233 -3.104
H -5.005 3.881 -2.129
H -5.991 4.916 -1.125
H -3.791 5.963 0.257
H -2.471 6.336 -0.857
H -2.016 4.403 0.155
H -2.362 3.842 -1.423
H -2.946 1.980 1.133
H -2.943 1.692 -0.646
H -4.412 1.500 0.328
C -7.818 -6.649 0.771
O -6.461 -6.590 1.133
C -5.628 -6.112 0.099
C -4.202 -6.285 0.552
N -3.684 -7.716 0.539
H -3.291 -7.869 1.466
H -4.480 -8.350 0.438
C -2.723 -8.098 -0.565
C -1.368 -7.420 -0.508
O -1.500 -6.020 -0.635
C -0.228 -5.341 -0.696
H -8.465 -6.690 1.646
H -8.092 -7.557 0.220
H -8.202 -5.835 0.147
H -5.845 -5.052 -0.055
H -5.855 -6.635 -0.840
H -4.098 -5.944 1.579
H -3.539 -5.749 -0.125
H -3.294 -7.984 -1.486
H -2.532 -9.169 -0.483
H -0.749 -7.840 -1.305
H -0.978 -7.624 0.497
H -0.391 -4.271 -0.571
H 0.261 -5.698 -1.604
H 0.376 -5.689 0.148
C 1.902 -3.570 6.012
O 1.829 -2.744 4.865
C 2.552 -3.167 3.721
C 1.720 -2.852 2.517
N 1.410 -1.405 2.250
H 0.988 -1.372 1.308
H 0.748 -1.054 2.940
C 2.605 -0.481 2.157
C 2.989 0.001 3.562
O 1.788 0.329 4.237
C 1.982 0.374 5.644
H 2.947 -3.552 6.344
H 1.659 -4.625 5.862
H 1.302 -3.144 6.811
H 2.767 -4.227 3.883
H 3.522 -2.660 3.665
H 0.750 -3.345 2.551
H 2.238 -3.249 1.643
H 2.352 0.410 1.587
H 3.438 -0.975 1.663
H 3.650 0.870 3.479
H 3.609 -0.691 4.140
H 2.727 1.148 5.840
H 2.337 -0.584 6.032
H 1.066 0.586 6.194


Entry 5:
92
Properties=species:S:1:pos:R:3 method="wB97M-V/def2-TZVPD" e_tot_ev=-85214.0665 orbital_gap_ev="5.914 / 5.635" charge=-1 homo_ev="-3.3 / -3.0" multiplicity=2 fmax_ev_per_a=0.968
W 1.286 0.459 0.145
C 0.662 -3.749 1.302
C -0.368 -2.804 1.918
C -1.612 -3.572 2.384
P -0.664 -1.285 0.878
C -1.997 -1.759 -0.346
C -1.592 -3.015 -1.127
C -3.437 -1.840 0.162
C -1.508 -0.215 2.099
C -1.705 -0.391 3.457
C -2.319 0.604 4.224
C -2.718 1.781 3.602
C -2.488 1.996 2.246
C -1.849 1.006 1.476
N -1.406 1.092 0.180
C -1.962 1.927 -0.745
C -3.323 2.329 -0.721
C -3.840 3.170 -1.688
C -3.038 3.651 -2.723
C -1.716 3.231 -2.781
C -1.174 2.362 -1.832
P 0.532 1.726 -1.899
C 1.470 3.256 -2.351
C 2.913 2.892 -2.741
C 1.368 4.265 -1.199
C 0.547 0.769 -3.499
C -0.447 -0.388 -3.389
C 0.309 1.547 -4.791
H 1.023 -4.464 2.052
H 1.520 -3.193 0.931
H 0.251 -4.323 0.466
H 0.112 -2.372 2.794
H -1.990 -4.227 1.594
H -2.425 -2.920 2.697
H -1.349 -4.211 3.235
H -1.958 -0.921 -1.035
H -1.811 -3.928 -0.566
H -0.528 -3.023 -1.375
H -2.150 -3.065 -2.070
H -3.631 -2.769 0.702
H -4.123 -1.803 -0.694
H -3.685 -1.003 0.821
H -1.378 -1.301 3.951
H -2.474 0.460 5.287
H -3.199 2.557 4.190
H -2.756 2.941 1.792
H -3.963 1.953 0.068
H -4.884 3.463 -1.636
H -3.438 4.326 -3.471
H -1.092 3.606 -3.582
H 0.979 3.695 -3.220
H 3.320 2.099 -2.114
H 3.568 3.765 -2.644
H 2.963 2.547 -3.778
H 1.627 3.811 -0.244
H 0.346 4.643 -1.112
H 2.036 5.116 -1.376
H 1.547 0.340 -3.513
H -1.475 -0.013 -3.317
H -0.235 -0.992 -2.505
H -0.384 -1.039 -4.270
H -0.723 1.900 -4.869
H 0.488 0.880 -5.643
H 0.980 2.406 -4.902
O 0.782 1.890 1.618
N 1.014 1.664 2.923
C 0.582 2.623 3.750
C 0.722 2.515 5.106
C 1.321 1.367 5.622
C 1.760 0.403 4.759
C 1.628 0.544 3.359
S 2.219 -0.599 2.226
H 0.112 3.454 3.245
H 0.358 3.310 5.741
H 1.434 1.239 6.692
H 2.229 -0.504 5.116
S 2.624 -0.946 -1.457
C 2.569 -2.718 -1.365
C 1.784 -3.450 -2.260
C 1.778 -4.843 -2.241
C 2.567 -5.539 -1.332
C 3.371 -4.825 -0.450
C 3.374 -3.434 -0.470
H 1.176 -2.911 -2.978
H 1.153 -5.385 -2.943
H 2.556 -6.623 -1.313
H 3.999 -5.354 0.260
H 4.003 -2.877 0.214
C 3.191 1.606 0.282
H 3.552 1.565 1.313
H 3.120 2.666 0.028
H 3.988 1.180 -0.333


Entry 6:
21
Properties=species:S:1:pos:R:3 method="wB97M-V/def2-TZVPD" e_tot_ev=-40416.9767 orbital_gap_ev=8.589 charge=0 homo_ev=-9.1 fmax_ev_per_a=4.811
C -3.119 0.013 0.040
C -2.822 -0.392 -1.230
C -2.073 0.423 0.901
C -1.541 -0.179 -1.741
C -0.853 0.734 0.343
C -0.573 0.429 -1.005
C 0.693 0.825 -1.455
C 1.775 1.256 -1.784
C 3.128 -0.029 2.919
N 2.914 0.001 1.718
O 3.292 -0.314 3.995
O 2.424 -1.718 -0.958
O 1.137 -2.675 0.816
S 1.423 -1.498 0.091
Cl 3.225 1.855 -2.116
H -4.160 -0.242 0.419
H -3.533 -0.833 -2.012
H -2.331 0.825 1.907
H -1.575 -0.423 -2.867
H -0.004 1.247 0.944
H 2.572 0.694 1.075